No. 1
32
Properties=species:S:1:pos:R:3 method="wB97M-V/def2-TZVPD" gap_ev=10.5 homo_ev=-13.87 total_charge=+1 smiles="C=[N+]=C(O)[C@H](CCC)[C@H](C=O)C1CC1" energy_ev=-17272.8201 e_above_lowest_kj_mol=421.1 largest_force_ev_per_a=6.65
O 2.83572 0.33806 0.91045
O 2.17163 -1.74685 -0.48551
N 2.14738 0.77488 -1.19160
C 1.95229 0.10327 0.01913
C -1.64610 -2.28410 -2.03651
C 0.51975 1.60891 2.24796
C -0.65059 -1.20220 -1.60683
C -2.12329 -0.90870 -1.66469
C 0.47801 -0.00472 0.41652
C 0.24885 0.08713 1.96619
C 1.05591 -2.19246 -0.33755
C -0.10318 -1.30959 -0.15448
C -0.73269 2.41851 1.87664
C 2.40643 0.29675 -2.31202
H -0.86462 -1.74544 0.34300
H -2.79916 -0.77051 -0.86553
H -1.61954 1.93381 1.49097
H 1.32816 1.99079 1.71067
H 2.40102 1.07065 -3.14754
H -2.44414 -0.40667 -2.52996
H 0.83220 1.82847 3.36491
H -0.69280 -0.06257 2.24198
H 2.84514 -0.66778 -2.69010
H -0.65758 3.30013 1.15728
H 1.01702 -3.34645 -0.47563
H -0.06792 -0.95601 -2.37342
H -2.06377 -3.01890 -1.40883
H 0.10998 0.83830 -0.21351
H -1.09893 2.98363 2.83835
H 0.98873 -0.58318 2.32111
H 3.69351 0.70379 0.79455
H -1.71001 -2.64758 -2.94726

No. 2
30
Properties=species:S:1:pos:R:3 method="wB97M-V/def2-TZVPD" gap_ev=9.4 homo_ev=-8.54 smiles=Cc1ccc(O)cc1.CC(C)C energy_ev=-13746.1306 e_above_lowest_kj_mol=51.7 largest_force_ev_per_a=2.09
O 1.22212 3.24591 -0.00483
C 0.76352 -1.56332 -2.93206
C 0.13713 1.99857 -1.76728
C 0.00478 0.29822 2.33269
C -0.73453 -0.90260 1.69081
C 1.91977 -0.07329 -1.27497
C -1.39824 -1.71690 2.79897
C 1.90293 1.02975 -0.42730
C 1.03441 2.07713 -0.71181
C -1.83919 -0.38303 0.74244
C 0.02368 0.78443 -2.42729
C 0.93578 -0.24284 -2.24693
H -0.21252 -1.97083 -2.65155
H -2.05337 -1.12253 -0.02833
H 0.18691 1.09019 1.61617
H 1.49865 -2.33181 -2.72899
H -0.47791 2.86525 -1.94967
H -2.75201 -0.02659 1.22520
H -0.64338 -2.01288 3.51987
H 0.38863 3.69010 0.12447
H -0.80864 0.60295 -3.06974
H -1.83138 -2.65671 2.42451
H 0.67216 -1.49109 -3.98969
H 2.70144 1.16390 0.29041
H -0.53198 0.66376 3.20932
H -1.50947 0.55472 0.28777
H -2.28190 -1.24491 3.22423
H 0.97467 -0.06445 2.68770
H 2.67735 -0.82409 -1.09684
H 0.03056 -1.43702 1.13271

No. 3
40
Properties=species:S:1:pos:R:3 method="wB97M-V/def2-TZVPD" gap_ev="8.8 / 4.3" homo_ev="-12.80 / -12.80" total_charge=+1 energy_ev=-42996.8774 multiplicity=2 largest_force_ev_per_a=5.95
S 1.27027 -2.62203 1.99399
O -5.91622 1.50200 1.99951
O -3.76017 1.84270 2.90924
O 2.79768 0.23501 -3.66567
O 1.82305 -0.96089 -1.93686
O -0.50330 3.65047 2.23345
O 2.36604 -3.57243 1.48302
O -0.79215 1.58843 1.10648
O -4.33864 -0.16906 2.39852
O -0.71973 3.50784 -0.02339
O 3.30130 -1.89155 -3.45415
C -4.78699 1.10151 2.40055
C 0.05739 -2.64196 0.56992
C -0.73574 1.15724 -0.28351
C -0.93508 2.51910 -0.96180
C 3.68607 -0.09428 -4.72752
C -3.19860 -0.37683 3.18668
C 3.72248 -1.55442 -4.71516
C -2.93869 1.04061 3.61057
C -0.64664 2.95877 1.19652
C 2.58962 -0.89267 -2.88683
C 1.74441 -0.82387 1.71117
H 4.71979 0.21008 -4.56355
H -2.49259 -0.72196 2.43134
H 2.94083 -1.90395 -5.38967
H -0.15067 -3.70015 0.41169
H 4.65559 -2.09293 -4.88075
H -0.59720 2.75229 -1.97153
H -3.07002 1.35564 4.64575
H -0.84397 -2.05920 0.75979
H 1.98119 -0.57408 0.67694
H -1.54546 0.44945 -0.46095
H 3.53454 0.40855 -5.68267
H -2.00111 2.32187 -1.07486
H -3.51810 -1.06416 3.97000
H 0.27499 0.75160 -0.32795
H 0.60822 -2.42889 -0.34621
H 0.89865 -0.13670 1.73560
H 2.44167 -0.47219 2.47160
H -1.92256 1.40118 3.45066

No. 4
31
Properties=species:S:1:pos:R:3 method="wB97M-V/def2-TZVPD" gap_ev=6.9 homo_ev=-7.63 energy_ev=-30408.8638 e_above_lowest_kj_mol=292.5 largest_force_ev_per_a=4.03
S 0.86956 3.63241 -0.11094
Si 0.43654 0.31986 0.71094
C -4.01119 0.24710 -0.46882
C -1.42595 0.28228 0.44850
C 1.71925 -0.64953 -0.48953
C 1.08233 -1.04370 -1.81529
C 2.24887 -1.91425 0.23319
C -3.30382 -0.92267 -0.35170
C 2.82424 0.32105 -0.72201
C -2.05035 -0.96463 0.17159
C 0.86809 0.32374 2.48403
C -3.44208 1.47416 -0.36104
C -2.18399 1.43497 0.15148
H 2.60903 1.34280 -0.28911
H 1.96086 -0.11027 2.48827
H -4.99111 0.34121 -0.98101
H -1.60834 2.34233 0.42238
H 2.69507 -1.76581 1.16726
H 0.28050 -1.74664 -1.62726
H -1.63295 -1.98741 0.18755
H 1.40437 -2.51249 0.49433
H 1.88138 -1.53530 -2.31232
H 1.10901 1.29065 2.95454
H 3.77869 0.09933 -0.22992
H 2.92914 -2.47297 -0.30522
H 0.10238 -0.28486 3.10234
H -3.85817 2.43064 -0.57008
H -0.29253 3.70367 0.53074
H 2.98037 0.50620 -1.74572
H -3.69442 -1.91691 -0.73598
H 0.71520 -0.26495 -2.43118

No. 5
37
Properties=species:S:1:pos:R:3 method="wB97M-V/def2-TZVPD" gap_ev=4.5 homo_ev=0.37 total_charge=-2 energy_ev=-54810.5351 e_above_lowest_kj_mol=0.0 largest_force_ev_per_a=2.88
Hf 0.28551 0.68526 1.22219
Cl -1.88233 -0.33500 0.72143
Cl 1.19043 -1.54842 1.32553
Cl -0.70981 2.85678 0.95316
O 1.85896 1.20550 0.20757
N 0.72350 0.91356 3.29392
C -1.08916 -2.78515 -1.97140
C -1.00348 2.24135 -2.68839
C -2.83987 -0.29727 -2.72670
C -0.57126 -1.42288 -2.22760
C 0.81969 0.39664 -2.56399
C 1.96078 -1.85848 -2.05935
C -1.38398 -0.29040 -2.49749
C 0.51805 0.63738 4.41625
C -0.53168 0.84896 -2.59264
C 0.79053 -1.00899 -2.30895
C 2.02366 1.25246 -2.65484
B 0.22089 0.23166 5.84371
H 2.25269 2.09451 0.25210
H -1.96615 2.34135 -2.16437
H 1.75756 2.29934 -2.44774
H 2.75187 -1.30318 -1.55144
H -3.33495 -1.10431 -2.16987
H 2.79654 0.92636 -1.93742
H 1.68731 -2.69411 -1.41224
H -0.38048 -3.39631 -1.39616
H -1.13136 2.57562 -3.73217
H -2.03834 -2.72992 -1.41390
H 2.44211 1.25462 -3.67408
H -1.30081 -3.30551 -2.92189
H 1.11981 0.73105 6.47462
H -0.30866 2.92906 -2.19504
H -3.28458 0.65817 -2.42662
H -0.87376 0.68433 6.11502
H -3.07255 -0.44130 -3.79346
H 0.13677 -0.98158 5.86739
H 2.36624 -2.26168 -2.99185

No. 6
32
Properties=species:S:1:pos:R:3 method="wB97M-V/def2-TZVPD" gap_ev=8.5 homo_ev=-7.87 energy_ev=-14435.4376 e_above_lowest_kj_mol=245.5 largest_force_ev_per_a=5.31
O 0.05264 0.74854 -1.22414
C 2.02357 1.00897 1.47638
C -0.32495 -0.24612 1.12324
C -3.14426 -0.16101 -2.08821
C -2.85546 0.70895 -0.89610
C 1.65914 -1.08315 -1.12490
C 0.61502 0.61404 2.02267
C 1.41145 0.48064 -1.11314
C 2.19983 1.35664 -0.03663
C 1.52685 -1.86579 0.16026
C -3.65801 1.37441 -0.08173
C 0.17470 -1.70505 0.83076
B -0.73194 0.41930 -0.24528
H 0.90447 -0.11309 2.92959
H 1.64942 2.39170 0.02824
H 2.38161 -1.77810 0.76595
H 1.46566 -2.85103 -0.31256
H -4.68322 1.24127 -0.10893
H -3.40382 2.16950 0.66262
H 0.37110 -2.37127 1.64996
H -4.14125 0.03172 -2.44390
H 3.20908 1.52370 -0.19967
H 0.20597 1.46399 2.43369
H 0.95353 -1.44274 -1.81714
H -0.60561 -2.17927 0.24922
H 1.89381 0.59522 -2.12205
H 2.70941 0.32174 1.84312
H -2.40222 0.19360 -2.78894
H 2.56761 -1.24395 -1.57411
H -2.96353 -1.08852 -1.80818
H 2.23334 1.91688 2.11402
H -1.29395 -0.43173 1.69591

No. 7
46
Properties=species:S:1:pos:R:3 method="wB97M-V/def2-TZVPD" gap_ev=7.3 homo_ev=-5.39 total_charge=-1 energy_ev=-191758.4262 largest_force_ev_per_a=4.63
Ga -0.86246 -2.28523 0.85472
Cl -0.88230 5.36256 0.21375
Cl 3.39675 1.52067 -5.78759
Cl 4.33049 -1.13154 -5.01134
Cl -1.23741 -4.09625 -1.71816
Cl 3.71921 6.13559 0.51578
Cl 3.20126 4.39331 2.80085
Cl -8.88621 -0.14227 -1.29486
Cl -7.69855 1.87659 0.44594
Cl -0.05290 3.50383 2.30513
F -0.12962 0.38427 -0.91976
F 2.03868 -0.20172 -1.47606
F -3.22982 -2.09077 2.69760
F 1.62672 1.74617 -0.39172
O 1.42456 -0.33786 0.70728
O -5.01704 -1.71652 1.27250
C 3.96289 0.50565 -4.45470
C 1.18361 -4.18792 -0.33328
C 0.05052 -3.14448 -0.79326
C 1.19894 0.37679 -0.46806
C 0.18987 -0.57844 1.47226
C 0.44805 4.39372 0.86283
C -3.77995 -1.79343 1.41986
C -7.51265 0.26421 -0.25635
C 1.92370 -3.81444 1.03776
C 4.41828 5.33192 1.92743
C -2.73453 -1.55315 0.23268
H 5.21007 4.66221 1.59614
H 1.29511 -3.95266 1.97442
H 1.93762 -4.30842 -1.19585
H 1.27090 5.05439 1.12386
H 4.86416 0.94658 -4.03254
H -7.44795 -0.46675 0.54746
H 2.82473 -4.52643 1.13611
H -1.04421 -3.35366 2.05623
H -6.60088 0.23988 -0.85005
H 0.52174 -0.81511 2.55290
H 4.82907 6.08689 2.59568
H 0.64611 -5.19088 -0.15313
H 0.77089 3.68376 0.10475
H 2.33916 -2.75771 0.94539
H -0.49938 0.32930 1.55602
H -2.63677 -0.43374 0.00011
H 3.18579 0.45509 -3.69352
H 0.52212 -2.29896 -1.39286
H -3.07836 -2.07506 -0.73237

No. 8
39
Properties=species:S:1:pos:R:3 method="wB97M-V/def2-TZVPD" gap_ev="3.8 / 3.8" homo_ev="0.61 / 0.60" total_charge=-2 energy_ev=-65160.4544 e_above_lowest_kj_mol=0.0 multiplicity=4 largest_force_ev_per_a=8.52
Co -32.74230 -21.26554 6.59700
O -30.82837 -20.53863 7.77626
O -34.79577 -23.30699 4.64652
O -33.53074 -23.13907 6.53164
O -32.67898 -19.27466 6.04495
O -32.49996 -20.63370 4.41414
O -34.77466 -21.58575 5.93662
O -33.85425 -18.99472 4.16120
N -31.61623 -21.40787 8.52132
C -32.80322 -19.40698 4.75622
C -33.35800 -19.65165 8.96026
C -32.55398 -20.82447 9.52013
C -30.45081 -23.33623 7.34973
C -33.00864 -23.25405 10.27523
C -34.61434 -22.88591 5.82669
C -33.59850 -21.90565 9.87285
C -31.01751 -22.78317 8.65820
C -31.89161 -20.40406 10.86798
C -32.09778 -23.73192 9.16872
C -29.85529 -22.58603 9.65373
H -33.98400 -19.94027 8.11246
H -30.05451 -20.36572 8.33719
H -34.02921 -19.19219 9.69022
H -34.23876 -21.46801 10.64921
H -32.67131 -24.08627 8.30806
H -33.76329 -24.04142 10.34029
H -30.14840 -24.38244 7.34808
H -32.69794 -18.83552 8.66054
H -30.95507 -19.84380 10.83061
H -32.60641 -19.72075 11.33485
H -29.10563 -21.92367 9.21543
H -30.27372 -22.22704 10.58974
H -31.26483 -23.28050 6.61711
H -34.34031 -21.97649 9.07225
H -29.65849 -22.69849 6.95536
H -31.63335 -24.64928 9.55679
H -29.33384 -23.53247 9.82196
H -31.79729 -21.23040 11.57248
H -32.51658 -23.20567 11.25092